The following is a quantum chemistry calculation of 12 unconnected molecules or ions with the total composition C42H77B2Cl3F8N14 in a non-equilibrium geometry, from the Open Molecules 2025 dataset.

```
146
Properties=species:S:1:pos:R:3:mulliken_charge:R:1
C 2.9658 -2.6707 -2.6087 -0.72
C 4.1589 -3.1646 -1.6523 -0.20
N 4.1823 -4.6663 -1.7890 0.28
C 4.9676 -5.4605 -2.6110 -0.29
C 4.5226 -6.7772 -2.5508 -0.41
N 3.5216 -6.8855 -1.5921 0.21
C 3.3127 -5.5804 -1.1753 -0.59
C 2.6341 -7.9265 -1.1660 -0.64
H 1.9780 -3.0996 -2.4402 0.03
H 3.0740 -3.0753 -3.6150 0.44
H 2.6663 -1.6234 -2.6491 0.26
H 3.9216 -2.8602 -0.6330 0.04
H 5.0817 -2.7124 -2.0159 0.22
H 5.7560 -5.0646 -3.2338 0.44
H 4.8119 -7.6594 -3.1026 0.43
H 2.5296 -5.1804 -0.5482 0.48
H 2.5226 -8.1927 -0.1149 0.25
H 2.9553 -8.8115 -1.7155 0.30
H 1.6628 -7.6521 -1.5776 0.33
C -2.5385 5.7598 1.6408 -0.82
C -3.9303 5.1925 1.3325 -0.62
N -3.9324 4.4285 0.1443 0.31
C -3.2263 3.2603 -0.0691 -0.83
C -3.5401 2.7367 -1.2833 -0.75
N -4.4053 3.6876 -1.9144 0.29
C -4.6586 4.6853 -1.0303 -0.13
C -4.9064 3.6126 -3.2375 -0.67
H -1.6791 5.0899 1.6662 0.15
H -2.3970 6.2689 2.5941 0.50
H -2.2432 6.5197 0.9172 0.22
H -4.6359 6.0200 1.2588 0.35
H -4.2419 4.4646 2.0817 0.32
H -2.6022 2.7706 0.6637 0.68
H -3.3069 1.8840 -1.9037 0.73
H -5.2135 5.5913 -1.2245 0.39
H -4.1182 3.3011 -3.9228 0.22
H -5.1972 4.6118 -3.5617 0.29
H -5.6760 2.8411 -3.2151 0.31
C -0.1534 -6.6046 4.0336 -1.20
C -0.4238 -5.2775 4.7950 0.30
N 0.5429 -4.1576 4.4236 0.18
C 0.8943 -3.0697 5.2682 -0.58
C 1.6778 -2.1795 4.4745 -0.36
N 1.7934 -2.7928 3.2452 0.32
C 1.1768 -4.0344 3.1915 -0.60
C 2.3797 -2.0997 2.1106 -0.42
H 0.8544 -7.0100 4.1236 0.35
H -0.3517 -6.4151 2.9786 0.16
H -0.8724 -7.3604 4.3496 0.41
H -0.6077 -5.4302 5.8585 0.44
H -1.3859 -4.8812 4.4703 -0.21
H 0.3191 -2.9714 6.1770 0.49
H 2.0469 -1.2390 4.8561 0.48
H 1.0994 -4.6895 2.3364 0.74
H 3.4337 -1.9034 2.3072 0.35
H 1.7816 -1.2310 1.8354 0.19
H 2.3588 -2.7338 1.2243 -0.17
C 1.8879 4.0021 -5.3319 -1.17
C 2.5089 4.5450 -4.0246 -0.34
N 1.5076 5.1655 -3.0937 0.51
C 0.2512 4.7023 -2.7903 -0.14
C -0.3424 5.4596 -1.7944 -0.89
N 0.5103 6.5105 -1.6203 0.38
C 1.6407 6.3077 -2.3480 -0.43
C 0.2345 7.5584 -0.6492 -0.67
H 0.9079 3.5317 -5.2526 0.35
H 2.5966 3.2646 -5.7086 0.36
H 1.7517 4.8951 -5.9419 0.36
H 3.2448 5.2942 -4.3165 0.36
H 2.9489 3.7640 -3.4045 0.29
H -0.0416 3.7616 -3.2328 0.21
H -1.3073 5.4302 -1.3102 0.47
H 2.5156 6.9403 -2.3211 0.44
H -0.3170 8.3639 -1.1340 0.42
H 1.1501 8.0786 -0.3679 0.10
H -0.1606 7.2396 0.3153 0.19
C -1.5704 -4.4725 -4.1668 -1.30
C -2.1859 -3.7414 -2.9389 -0.23
N -1.4044 -2.6951 -2.3348 0.98
C -0.7121 -2.6991 -1.1067 0.05
C -0.1981 -1.4969 -0.8552 -0.58
N -0.4172 -0.7681 -2.0180 0.67
C -1.2057 -1.4418 -2.8243 -0.59
C 0.1077 0.5336 -2.3368 -0.78
H -2.2539 -5.1150 -4.7219 0.41
H -0.6060 -4.9201 -3.9262 0.20
H -1.2855 -3.7750 -4.9545 0.39
H -2.2420 -4.4715 -2.1314 0.01
H -3.2085 -3.3815 -3.0521 0.40
H -0.7511 -3.6465 -0.5897 -0.26
H 0.4060 -0.9976 -0.1122 0.46
H -1.6288 -1.0367 -3.7316 0.37
H 0.2058 0.5943 -3.4207 0.45
H 1.1513 0.4893 -2.0254 0.13
H -0.4447 1.3093 -1.8066 0.06
C -3.2213 -4.2245 1.8727 -1.32
C -2.5622 -2.8254 2.2689 0.10
N -2.7756 -2.4913 3.7305 0.62
C -3.6044 -3.1258 4.6643 -0.40
C -3.3147 -2.6056 5.9402 -0.59
N -2.3148 -1.6863 5.7935 0.44
C -2.0369 -1.5535 4.4463 -0.60
C -1.7392 -0.7378 6.7962 -0.91
H -4.3097 -4.1673 1.8631 0.51
H -2.8920 -4.9992 2.5651 0.35
H -3.0532 -4.5052 0.8329 0.08
H -3.1371 -2.0714 1.7312 0.55
H -1.4923 -2.9154 2.0808 -0.11
H -4.2706 -3.9326 4.3966 0.47
H -3.7075 -2.8263 6.9217 0.49
H -1.4129 -0.8160 3.9634 0.26
H -2.5435 -0.5433 7.5057 0.41
H -1.4617 0.2133 6.3418 0.32
H -0.9367 -1.2477 7.3292 0.30
C 4.3808 8.4051 0.0447 -0.95
C 4.3892 7.4035 1.1585 -0.58
N 3.7151 6.2004 0.7490 0.29
C 4.2865 5.3254 -0.1809 -0.75
C 3.4394 4.2157 -0.1984 -0.33
N 2.3189 4.4427 0.5874 0.60
C 2.5097 5.6885 1.2267 -0.21
C 1.3627 3.4911 0.8784 -0.78
H 4.7752 9.3684 0.3682 0.41
H 3.4219 8.6797 -0.3946 0.15
H 4.9964 8.1001 -0.8016 0.35
H 3.8693 7.7099 2.0662 0.35
H 5.4000 7.1955 1.5094 0.34
H 5.2074 5.4846 -0.7222 0.46
H 3.6212 3.2559 -0.6590 0.50
H 2.0097 6.0410 2.1166 0.44
H 0.7660 3.2573 -0.0033 0.09
H 0.6518 3.8602 1.6177 0.22
H 1.7681 2.5731 1.3039 0.38
B -4.9688 -1.2244 -1.8451 0.34
F -4.3308 -0.9996 -3.0236 -0.34
F -5.5963 -0.0992 -1.4083 -0.37
F -5.9005 -2.2830 -2.1446 -0.42
F -4.0811 -1.5848 -0.8890 -0.18
B -0.5992 -6.3095 -0.3997 -0.06
F 0.2117 -5.7390 -1.3936 -0.29
F -0.3357 -5.5889 0.6973 0.21
F -1.9327 -6.1906 -0.7698 -0.42
F -0.3371 -7.6016 -0.1811 -0.36
Cl 3.3031 0.3540 -0.3017 -0.77
Cl -0.4865 0.8717 2.0038 -0.84
Cl -1.6340 2.0933 -4.8807 -0.71
```

## Properties
HOMO = -10.71 eV
DFT total energy = -126321.1482 eV
molar mass = 1058.1 g/mol
HOMO-LUMO gap = 6.1 eV
charge = +2